{
  "formula": "C41H29Br4INOPTi",
  "method": "ωB97M-V with the def2-TZVPD basis set",
  "lumo_energy_ev": [-0.473, -0.491],
  "spin_multiplicity": 3,
  "orbital_gap_ev": [6.804, 7.382],
  "e_tot_ha": -13494.37563,
  "max_force_ha_per_bohr": 0.028,
  "relative_energy_kcal_mol": 9.63,
  "symbols": ["H", "H", "C", "C", "C", "C", "H", "C", "H", "H", "H", "H", "C", "C", "H", "C", "H", "H", "H", "P", "C", "C", "H", "H", "H", "C", "H", "H", "Br", "C", "O", "H", "C", "Br", "C", "H", "C", "H", "H", "H", "C", "C", "H", "H", "H", "C", "C", "C", "H", "H", "C", "C", "C", "H", "C", "C", "C", "Ti", "C", "H", "C", "N", "H", "C", "C", "C", "C", "Br", "C", "Br", "C", "C", "C", "C", "C", "C", "C", "C", "I"],
  "xyz": [[0.147, 9.473, 0.380], [-0.549, -3.221, -3.964], [-2.684, 0.849, -1.034], [3.235, -4.882, 0.338], [-3.987, 0.888, -1.421], [-1.092, -2.310, -0.735], [2.704, 0.784, -2.805], [4.680, -0.997, 0.860], [-3.037, -1.912, 0.099], [0.673, -2.719, -1.900], [1.577, -6.216, 0.312], [-2.472, -3.658, 1.171], [-1.682, 0.786, -2.054], [-2.078, -3.323, 2.122], [0.361, -1.411, 3.476], [5.564, -2.046, 0.517], [5.089, -0.017, 1.065], [2.155, 1.508, -1.281], [2.184, 2.057, 5.064], [-0.149, -1.718, 0.724], [-0.489, -2.080, 3.417], [0.983, -4.151, 0.543], [-3.500, -4.478, 3.235], [5.719, -4.130, 0.148], [3.983, -5.653, 0.193], [3.670, -3.543, 0.474], [-1.156, 0.681, -5.392], [-0.669, -2.237, 5.540], [-5.333, 0.912, -0.123], [-3.176, -2.561, -1.936], [-2.280, 0.838, 0.237], [-4.257, -2.514, -1.939], [5.065, -3.292, 0.361], [-3.919, 0.722, -5.570], [-2.018, 0.762, -3.408], [-3.029, -3.156, -3.993], [1.337, -2.835, 0.683], [-5.398, 0.875, -3.064], [1.943, 5.786, -0.868], [-0.069, -4.411, 0.524], [-1.065, -2.553, 4.584], [1.775, 3.003, 4.753], [1.028, 3.549, 5.301], [-1.644, 8.200, 1.519], [-2.630, -3.752, 5.438], [-0.409, -2.667, -1.901], [1.158, 6.323, -0.351], [-2.488, -2.917, -3.086], [1.952, 8.260, -0.801], [2.209, -0.250, -1.460], [1.998, 0.687, -1.982], [3.333, -1.200, 0.976], [0.587, 0.704, -2.476], [-1.639, 5.725, 1.452], [-1.001, -2.446, 2.175], [-2.659, -3.799, 3.293], [-2.162, -3.404, 4.526], [-0.455, 0.988, 0.558], [-0.947, 0.705, -4.330], [6.623, -1.849, 0.415], [0.326, 0.687, -3.875], [-0.386, 0.732, -1.605], [1.163, 0.659, -4.560], [1.916, -5.192, 0.398], [2.737, -2.487, 0.717], [1.159, 7.709, -0.311], [0.137, 4.159, 0.252], [2.483, 3.797, 3.236], [-4.351, 0.857, -2.794], [-0.899, 1.337, 3.012], [-1.098, -2.958, -3.069], [0.144, 5.598, 0.278], [-0.862, 6.290, 0.954], [0.119, 2.942, 0.228], [-3.398, 0.793, -3.753], [-0.858, 7.676, 0.990], [-2.483, -2.234, -0.776], [0.149, 8.391, 0.356], [2.392, 0.488, 1.728]],
  "forces_ev_per_a": [[0.01, -0.01, 0.01], [-0.01, -0.01, 0.02], [0.71, -0.06, 0.34], [0.15, 0.09, -0.02], [-0.47, -0.04, -0.60], [0.19, 0.03, -0.09], [-0.03, -0.01, 0.01], [0.36, -0.32, -0.14], [0.02, 0.06, -0.08], [0.01, 0.00, 0.00], [-0.02, 0.02, -0.01], [0.02, 0.01, 0.10], [-0.08, -0.08, 0.19], [-0.08, -0.19, 0.00], [-0.05, 0.07, 0.01], [-0.03, 0.42, 0.09], [0.01, 0.01, -0.02], [0.01, 0.02, 0.03], [-0.04, 0.01, -0.05], [-0.19, -0.28, 0.13], [0.03, 0.02, 0.12], [0.00, -0.32, -0.02], [0.00, 0.02, -0.01], [-0.04, 0.01, 0.00], [-0.01, 0.03, -0.02], [0.10, -0.04, -0.04], [-0.02, 0.01, 0.03], [0.00, -0.02, -0.01], [-0.16, 0.00, 0.16], [0.04, 0.06, 0.01], [-0.85, -0.29, -0.92], [0.01, 0.02, -0.01], [-0.19, -0.26, 0.00], [-0.02, 0.00, -0.06], [-0.04, -0.01, -0.29], [0.01, 0.01, 0.01], [0.29, 0.33, -0.02], [0.00, 0.01, 0.05], [0.00, 0.01, -0.01], [0.01, -0.01, 0.03], [-0.01, -0.01, 0.00], [0.13, 0.10, 0.01], [-0.02, -0.04, -0.07], [0.00, -0.01, -0.01], [0.03, -0.02, -0.01], [-0.04, 0.01, -0.04], [0.01, 0.04, 0.00], [0.02, 0.01, 0.03], [-0.01, -0.01, 0.00], [0.00, 0.00, 0.03], [0.02, -0.02, 0.01], [0.02, -0.38, -0.23], [0.37, -0.06, -0.68], [-0.01, 0.02, 0.00], [0.02, 0.10, -0.02], [0.12, 0.07, -0.02], [0.01, 0.03, -0.08], [0.71, 0.04, 1.24], [-0.46, -0.01, -0.16], [-0.04, 0.02, 0.03], [0.46, 0.00, 0.48], [-0.67, 0.08, -0.25], [-0.02, 0.00, 0.03], [-0.24, 0.05, 0.02], [-0.02, 0.13, -0.02], [-0.01, -0.05, 0.00], [0.08, 0.25, -0.20], [-0.10, 0.00, 0.13], [-0.14, 0.01, 0.50], [0.08, -0.02, 0.11], [-0.02, 0.03, 0.05], [0.07, -0.19, 0.03], [-0.05, 0.04, 0.04], [0.27, 0.31, 0.08], [0.37, -0.03, -0.10], [0.01, -0.05, -0.01], [-0.08, 0.05, 0.00], [0.00, -0.04, -0.01], [-0.49, 0.22, 0.18]]
}

{
  "formula": "C41H29Br4INOPTi",
  "method": "ωB97M-V with the def2-TZVPD basis set",
  "lumo_energy_ev": [-0.509, -0.489],
  "spin_multiplicity": 3,
  "orbital_gap_ev": [7.039, 7.462],
  "e_tot_ha": -13494.39097,
  "max_force_ha_per_bohr": 0.003,
  "relative_energy_kcal_mol": 0.00,
  "symbols": ["C", "C", "C", "C", "H", "C", "H", "H", "H", "C", "C", "O", "H", "H", "H", "C", "C", "C", "H", "C", "H", "H", "H", "H", "H", "C", "C", "H", "C", "C", "C", "C", "C", "C", "H", "H", "C", "C", "H", "C", "C", "H", "C", "H", "C", "H", "C", "C", "C", "I", "C", "Br", "N", "H", "H", "C", "H", "C", "Ti", "Br", "H", "C", "H", "C", "P", "C", "C", "C", "Br", "H", "C", "C", "H", "H", "C", "C", "C", "H", "Br"],
  "xyz": [[0.166, 0.808, -3.633], [1.667, 0.963, -1.611], [2.244, -4.686, 0.007], [-4.576, 0.395, -2.922], [-2.351, -4.663, 5.336], [1.805, 7.880, -0.249], [5.748, -2.865, -0.368], [1.949, 4.754, -1.549], [-0.683, -2.925, -3.903], [4.246, -0.164, 0.986], [-1.799, -3.857, 2.096], [-2.741, 0.608, 0.235], [-2.813, -5.483, 3.048], [-5.593, 0.286, -3.269], [0.620, 8.450, 1.446], [-0.542, -2.507, -1.809], [-1.084, -2.673, 2.270], [0.241, 4.005, 0.364], [-0.309, -1.280, 3.711], [5.259, -0.943, 0.400], [1.051, 0.879, -4.250], [-2.018, -4.226, 1.102], [-1.090, -2.557, 5.655], [-3.152, -3.121, -3.879], [1.674, 1.768, -0.874], [2.600, -1.954, 0.687], [1.663, 5.568, -0.895], [4.313, -4.688, -0.502], [-3.047, 0.579, -1.045], [0.914, 7.642, 0.788], [3.468, -4.113, -0.144], [-0.214, 2.892, 0.549], [-2.252, -4.569, 3.196], [-2.621, -2.414, -0.609], [1.922, 0.033, -1.099], [0.538, -2.428, -1.836], [-3.306, -2.717, -1.777], [-1.069, 0.680, -4.199], [2.208, 8.872, -0.403], [4.978, -2.221, 0.037], [1.165, -3.883, 0.405], [-0.297, 6.179, 1.796], [-3.545, 0.459, -3.812], [0.185, -4.339, 0.434], [0.396, 6.373, 0.988], [-3.179, -2.223, 0.301], [2.178, 6.839, -1.090], [-1.230, -2.321, -0.609], [-1.980, 0.655, -1.986], [1.725, 0.618, 2.240], [0.311, 0.848, -2.229], [1.130, 4.104, 3.899], [-0.737, 0.767, -1.433], [4.481, 0.830, 1.343], [2.084, -5.732, -0.214], [-1.993, -4.108, 4.479], [1.414, 2.507, 5.839], [-2.206, 0.598, -3.369], [-0.957, 0.957, 0.837], [-5.759, 0.281, -0.331], [-4.387, -2.783, -1.758], [-1.284, -2.931, 4.659], [-0.382, 3.078, 5.639], [-2.615, -2.902, -2.965], [-0.369, -1.715, 0.889], [0.765, 5.320, 0.147], [-4.325, 0.456, -1.538], [2.976, -0.650, 1.143], [-3.919, 0.333, -5.666], [2.872, 7.019, -1.901], [0.666, 3.151, 5.408], [-1.231, -2.791, -2.978], [6.253, -0.532, 0.282], [-1.185, 0.641, -5.274], [1.287, -2.545, 0.700], [-0.835, -2.213, 3.561], [3.674, -2.754, 0.188], [2.428, 1.151, -2.367], [-1.594, 1.246, 3.251]],
  "forces_ev_per_a": [[-0.04, -0.01, 0.01], [-0.01, -0.02, 0.01], [0.02, -0.01, -0.01], [0.03, 0.01, -0.01], [0.00, 0.00, 0.00], [0.00, 0.00, 0.00], [0.00, 0.00, 0.00], [0.00, 0.00, 0.00], [0.00, 0.00, 0.00], [-0.03, -0.02, 0.00], [0.01, 0.00, -0.03], [0.03, -0.07, 0.02], [0.00, 0.00, 0.00], [0.00, 0.00, 0.00], [0.00, 0.00, 0.00], [0.00, 0.01, 0.00], [0.00, 0.00, 0.00], [-0.05, -0.02, -0.12], [0.00, 0.01, 0.00], [0.00, -0.02, -0.01], [0.00, 0.00, 0.00], [0.01, 0.00, 0.02], [0.00, 0.00, 0.00], [0.00, 0.00, 0.00], [0.00, 0.00, 0.00], [-0.02, 0.02, 0.01], [-0.01, -0.01, 0.00], [0.00, 0.00, 0.00], [0.00, 0.03, 0.01], [0.00, 0.00, 0.00], [-0.02, 0.00, 0.00], [0.09, 0.03, 0.01], [0.00, -0.01, 0.03], [0.00, 0.02, 0.02], [0.00, 0.00, -0.01], [-0.01, 0.00, 0.00], [-0.01, 0.00, 0.00], [0.02, 0.00, 0.03], [0.00, 0.00, 0.00], [0.02, 0.02, 0.00], [-0.02, 0.01, 0.01], [0.00, 0.00, -0.01], [-0.02, 0.00, 0.00], [0.00, 0.00, 0.00], [0.00, 0.00, 0.00], [0.00, 0.00, -0.01], [0.00, 0.01, 0.00], [0.02, 0.00, 0.01], [-0.04, -0.01, 0.03], [-0.01, -0.05, 0.04], [0.03, 0.00, -0.02], [0.04, 0.03, -0.01], [0.01, -0.02, -0.03], [0.00, 0.00, 0.00], [0.00, 0.00, 0.00], [-0.01, -0.01, -0.01], [0.01, 0.02, 0.01], [0.01, 0.01, -0.06], [-0.13, 0.06, 0.08], [0.01, 0.00, -0.01], [0.00, 0.00, 0.00], [0.01, 0.01, 0.00], [0.00, 0.00, -0.02], [0.01, -0.01, -0.01], [0.01, -0.03, -0.07], [0.03, 0.02, 0.07], [0.02, -0.03, 0.01], [0.00, 0.01, -0.01], [-0.01, 0.00, 0.01], [0.00, 0.00, 0.00], [-0.01, -0.03, 0.03], [-0.01, 0.00, 0.00], [0.00, 0.00, 0.00], [-0.01, 0.00, 0.00], [0.03, 0.04, 0.00], [0.00, 0.00, 0.00], [0.00, 0.00, 0.01], [0.00, 0.01, 0.00], [0.00, -0.01, -0.04]]
}